Entry 1:
Computed, not measured: 4 unconnected molecules or ions with the total composition H8O4, with ωB97M-V/def2-TZVPD.

The geometry in XYZ format:
```
12
Properties=species:S:1:pos:R:3:forces:R:3
O 1.290669 0.586243 -1.334733 0.2360 -0.0913 0.4228
H 0.522444 -1.189808 4.750834 -0.0821 0.0400 -0.0025
O -0.331840 -1.099191 4.313826 0.1014 -0.0817 -0.1200
H -0.591072 -0.396430 0.706930 -0.0322 -0.1050 -0.0290
O -0.187666 1.720524 -3.268982 -0.0968 0.1563 -0.4962
H -0.056511 1.952983 -4.195130 -0.0594 0.0866 0.0639
O -0.825538 -1.255149 0.337310 -0.0072 0.0164 0.2294
H -1.176238 -1.746133 1.088932 -0.0702 0.0302 -0.1376
H -0.499227 0.808885 -3.297865 0.0884 -0.0310 0.1962
H 0.717260 0.950242 -0.650849 0.1212 -0.0036 -0.1909
H -0.246972 -1.637772 3.519019 0.0214 0.0298 0.1119
H 1.384691 1.305607 -1.969293 -0.2205 -0.0466 -0.0481
```
Forces are in eV/Å.

Results
total charge	0
SMILES	O.O.O.O
frontier orbital gap	11.444	eV
lowest unoccupied orbital energy	0.5	eV
molar mass	72.06	g/mol
multiplicity	1

Entry 2:
Computed, not measured: a single C3HN molecule, with ωB97M-V/def2-TZVPD.

The geometry in XYZ format:
```
5
Properties=species:S:1:pos:R:3:forces:R:3
C 1.239209 -0.357428 -0.044399 11.2030 5.2434 0.6026
C -0.103706 -0.281105 0.046727 -5.0670 0.8783 -0.7516
H -2.263604 0.439796 0.057299 -0.7134 0.0097 -0.1252
N 2.427474 0.159317 -0.005253 -9.7286 -4.9976 -0.4589
C -1.299372 0.039418 -0.054374 4.3060 -1.1338 0.7331
```
Forces are in eV/Å.

Results
total charge	0
SMILES	C#CC#N
frontier orbital gap	10.239	eV
lowest unoccupied orbital energy	-0.4	eV
molar mass	51.05	g/mol
multiplicity	1

Entry 3:
Computed, not measured: a single C3H4O3 molecule, with ωB97M-V/def2-TZVPD.

The geometry in XYZ format:
```
10
Properties=species:S:1:pos:R:3:forces:R:3
O 1.894343 -1.098392 -0.253030 0.5980 -0.3807 -0.2952
H -1.778912 1.453276 -0.368182 0.0811 0.0746 -0.0794
C -0.314592 0.041839 0.150397 0.8492 -1.2059 -0.8073
C 0.600898 -0.941135 -0.048455 -2.4809 -0.3324 3.1142
H -0.277250 2.160313 0.253292 -0.0492 0.1092 -0.0262
O -1.091279 -0.708441 1.020474 -0.8959 0.9438 -0.1157
C -0.689307 1.369417 -0.373697 -0.1801 -0.0152 0.3266
H 2.166349 -1.991063 0.006686 -0.1194 0.1262 -0.2501
O -0.181634 -1.788403 1.004895 2.1931 0.7420 -1.9213
H -0.328615 1.502589 -1.392379 0.0042 -0.0616 0.0542
```
Forces are in eV/Å.

Results
total charge	0
SMILES	Cc1ooc1O
frontier orbital gap	8.999	eV
lowest unoccupied orbital energy	0.6	eV
molar mass	88.06	g/mol
multiplicity	1

Entry 4:
Computed, not measured: a single CH4N2S molecule, with ωB97M-V/def2-TZVPD.

The geometry in XYZ format:
```
8
Properties=species:S:1:pos:R:3:forces:R:3
H -0.016753 -2.082868 0.000875 -0.3346 0.4711 -0.0724
N 0.322671 -1.132348 -0.014526 2.8896 -0.1538 0.1184
S -2.236840 -0.079583 -0.004227 2.5837 -0.1178 -0.3245
H 1.391214 -1.017516 0.163452 -2.9097 -0.2756 -0.5079
H -0.357063 1.912547 0.079337 -0.9843 0.8003 0.0135
H 1.177278 1.345463 -0.169506 -1.1108 -1.2615 0.2074
C -0.464188 -0.040415 -0.071492 -2.3683 -1.8430 0.9493
N 0.183684 1.094719 0.016088 2.2345 2.3802 -0.3840
```
Forces are in eV/Å.

Results
total charge	0
SMILES	NC(N)=S
frontier orbital gap	8.629	eV
lowest unoccupied orbital energy	0.6	eV
molar mass	76.12	g/mol
multiplicity	1